{"formula": "C5H5NO2", "method": "ωB97M-V/def2-TZVPD", "multiplicity": 1, "energy_ha": -398.6259, "e_above_lowest_ev": 4.151, "homo_ha": -0.3254, "elements": ["C", "C", "C", "C", "C", "H", "H", "H", "H", "H", "N", "O", "O"], "xyz": [[1.248, 0.070, -0.229], [0.808, 1.277, 0.095], [-0.539, 1.645, 0.030], [-1.599, 0.887, -0.047], [-1.145, -0.553, -0.103], [3.256, -0.274, 1.009], [1.948, -1.718, 0.374], [1.407, 2.207, 0.558], [-0.519, 2.703, -0.018], [-2.677, 0.822, -0.081], [2.479, -0.709, 0.056], [-1.865, -1.455, 0.344], [0.188, -0.886, -0.432]]}